# 1
The following is a DFT calculation (wB97M-V/def2-TZVPD) of one molecule with the formula C4H9OP in a non-equilibrium geometry.

The geometry in XYZ format:
```
15
Properties=species:S:1:pos:R:3:forces:R:3
C -0.7064 0.1874 -2.0143 -0.514 -2.141 -0.402
C -0.0956 0.7620 -0.7842 1.314 1.936 -0.586
C 1.1809 0.1677 -0.1708 -1.446 -0.770 -0.191
C -0.1593 0.0252 0.4438 -0.942 -0.466 2.026
O -0.5043 0.5806 1.7296 0.563 -0.148 -0.404
P -0.3566 -0.3660 3.1109 0.922 -0.894 -2.015
H -0.4642 -0.9338 -2.1583 -0.420 1.504 0.629
H -0.1922 0.6168 -2.8702 -0.681 0.389 -0.354
H -1.8446 0.2610 -1.9769 1.540 0.218 -0.496
H -0.0089 1.8515 -0.8005 -0.476 -0.249 0.336
H 1.6090 -0.7037 -0.5872 0.486 -0.737 -0.439
H 1.8113 0.7736 0.3957 1.012 1.231 0.419
H -0.6657 -0.8951 0.2375 -0.214 -0.771 0.524
H -0.7240 -1.5848 2.3461 0.318 0.510 1.095
H 1.1206 -0.7423 3.0988 -1.462 0.387 -0.141
```
Forces are in eV/Å.

Its structure (SMILES) is C[C@@H]1C[C@H]1OP. The gap between HOMO and LUMO comes out at 0.3945 hartree. The total energy comes out at -574.32612 Eh. Its total charge is 0. The calculation puts the energy relative to the best compared isomer or geometry (same formula, charge and spin) at 137.5 kJ/mol. The calculation puts the HOMO energy at -9.69 eV.

Atomic partial charges in e from the Mulliken method, atoms 1 to 4: -1.312 0.000 -0.893 0.299

# 2
The following is a DFT calculation (wB97M-V/def2-TZVPD) of C9H7Cl5LiO2 as an isolated structure.

The geometry in XYZ format:
```
24
Properties=species:S:1:pos:R:3:forces:R:3
Li -1.5111 1.2307 -0.5032 -0.341 0.144 -0.691
Cl 2.1220 -3.7968 -2.5995 0.065 -0.227 -0.011
C 1.2149 -2.3349 -2.5033 0.014 -0.037 0.018
C -0.0994 -2.3369 -2.0467 0.244 -0.075 -0.060
Cl -0.8150 -3.8223 -1.5572 -0.169 -0.209 0.065
C -0.8131 -1.1622 -1.9652 0.404 0.114 -0.055
Cl -2.3851 -1.1214 -1.2982 -0.703 -0.156 0.185
C -0.2707 0.1048 -2.3285 0.545 -0.637 -0.376
O -0.9236 1.1701 -2.2350 -0.311 0.641 -0.040
C 1.0797 0.0512 -2.7898 -0.057 0.104 0.100
Cl 1.8260 1.5492 -3.1784 0.011 0.275 -0.094
C 1.7987 -1.1219 -2.8568 -0.056 -0.102 -0.003
Cl 3.4468 -1.0976 -3.3614 0.151 0.011 -0.089
C 0.4188 0.2573 2.3163 -0.150 0.407 -0.142
C -0.4007 1.5557 2.1523 0.149 -0.043 0.380
C -1.2606 1.7510 3.4212 0.300 0.057 -0.375
O -1.1484 1.5250 1.0267 -0.062 0.081 0.696
H 1.1119 0.3179 3.1538 0.122 -0.063 0.170
H 0.9772 0.0643 1.4028 0.117 0.006 -0.091
H -0.2688 -0.5721 2.4687 -0.086 -0.167 0.054
H 0.3260 2.4029 2.1185 -0.040 -0.117 0.111
H -1.8840 0.8714 3.5678 -0.108 -0.147 0.063
H -1.9134 2.6114 3.3000 -0.058 0.157 -0.034
H -0.6281 1.9031 4.2952 0.021 -0.020 0.219
```
Forces are in eV/Å.

The gap between HOMO and LUMO comes out at 0.2762 hartree. The total energy comes out at -2806.27185 Eh. Its total charge is -1. The calculation puts the HOMO energy at -4.78 eV.

Atomic partial charges in e from the Mulliken method, atoms 1 to 4: 0.848 -0.226 0.391 -0.158

# 3
The following is a DFT calculation (wB97M-V/def2-TZVPD) of a 6-piece molecular cluster, C28H57BBrCl10F3N3O6 overall in a non-equilibrium geometry.

The geometry in XYZ format:
```
109
Properties=species:S:1:pos:R:3:forces:R:3
C 3.3536 -2.3004 3.2113 0.095 0.174 0.119
C 4.2188 -2.2251 1.9079 -0.384 0.138 0.107
B 3.2827 -2.2941 0.6457 0.200 -0.450 -0.051
O 3.2219 -3.4293 -0.1374 -0.390 0.365 0.381
C 2.3601 -1.0238 0.2592 0.036 0.492 -0.270
C 0.8595 -1.3110 0.5547 0.243 -0.115 0.143
O 0.5536 -0.7737 1.8280 0.244 -0.041 -0.088
O 0.7173 -2.6939 0.7923 -0.556 0.194 0.043
C -0.2064 -0.8409 -0.5231 -0.317 0.077 0.046
O -0.4321 -1.9097 -1.4365 0.555 -0.107 0.135
C -1.5804 -0.5859 0.1530 0.141 -0.503 0.020
C -2.1206 -1.6776 1.1016 -0.753 0.153 0.202
C -3.6695 -1.7535 1.0337 0.079 -0.144 0.200
C -4.3856 -1.5314 2.3848 -0.494 0.012 -0.337
O -5.4298 -0.5569 2.3063 0.165 -0.049 0.058
C 0.2014 0.4252 -1.4570 -0.660 0.025 -0.254
C -0.0554 0.0766 -2.9453 -0.172 -0.090 -0.571
C -0.0109 1.1578 -4.0550 0.077 -0.053 -0.271
C -1.2108 1.0778 -5.0210 0.295 0.027 0.032
C -1.3711 2.3594 -5.8542 -0.120 -0.053 0.008
N -1.9203 3.5190 -5.1578 0.121 -0.062 0.037
C -0.6369 1.7063 -1.1897 -0.030 0.371 0.305
C -2.0550 1.7825 -1.7814 -0.269 0.236 -0.267
C -3.0261 2.5434 -0.8963 0.136 -0.004 -0.049
F -4.0723 2.9595 -1.6131 -0.148 0.028 -0.097
F -3.5174 1.8127 0.1237 0.082 -0.112 0.069
F -2.4549 3.6310 -0.3441 0.068 0.050 -0.023
N 1.7257 0.8441 -1.2213 0.369 0.121 -0.172
O 2.0726 1.5675 -2.3883 -0.041 0.066 0.171
C 1.7640 1.8747 -0.0869 0.154 -0.028 0.326
C 3.0691 2.4234 0.5373 0.078 0.480 0.312
C 3.3918 1.9645 1.9654 0.258 -0.156 -0.285
Br 2.7860 4.3908 0.5994 -0.210 -0.157 0.051
C 2.6752 -0.3831 -1.1013 0.472 -0.876 0.278
C 4.1710 -0.0021 -1.1137 -0.020 0.537 0.053
C 2.5370 -1.4238 -2.2365 -0.121 -0.189 -0.663
N 2.8542 -0.9254 -3.5877 0.008 -0.166 0.216
H 3.4169 -1.3651 3.7828 -0.024 -0.221 -0.158
H 3.7174 -3.0967 3.8661 -0.117 0.093 -0.117
H 2.2914 -2.4755 3.0101 0.174 -0.053 0.050
H 4.9720 -3.0201 1.8958 -0.053 0.131 0.022
H 4.7505 -1.2628 1.9131 0.077 -0.230 -0.062
H 3.5229 -4.2084 0.3438 0.354 0.008 -0.173
H 2.6496 -0.2823 1.0062 -0.079 0.016 0.006
H 0.2240 0.1249 1.7548 -0.139 -0.021 -0.023
H 0.8373 -3.1724 -0.0369 0.348 0.002 -0.017
H -0.8212 -2.6582 -0.9632 -0.289 0.123 0.045
H -2.2735 -0.5598 -0.6927 0.101 0.252 0.212
H -1.6310 0.3603 0.6942 -0.018 -0.014 -0.209
H -1.8757 -1.4471 2.1426 0.373 -0.080 -0.268
H -1.7245 -2.6710 0.9007 0.211 0.179 -0.012
H -3.9435 -2.7467 0.6707 -0.087 0.182 -0.069
H -4.0850 -1.0392 0.3135 0.082 -0.016 0.122
H -4.9183 -2.4465 2.6545 0.270 0.102 0.207
H -3.6773 -1.2681 3.1809 -0.048 -0.090 -0.070
H -5.0385 0.3138 2.1849 -0.016 0.009 -0.024
H -1.0645 -0.3529 -2.9772 0.212 0.117 0.323
H 0.5605 -0.7503 -3.2698 -0.075 0.122 0.108
H 0.8853 0.9674 -4.6590 -0.044 0.199 0.235
H 0.1104 2.1782 -3.6828 -0.179 -0.120 0.083
H -1.0351 0.2389 -5.7074 -0.181 0.037 0.129
H -2.1462 0.8714 -4.4814 0.110 0.029 -0.129
H -2.0295 2.1541 -6.7069 0.179 0.017 0.108
H -0.3919 2.6468 -6.2589 -0.193 -0.048 -0.028
H -2.8109 3.3235 -4.7182 -0.013 0.014 -0.055
H -1.2906 3.9108 -4.4703 -0.001 -0.009 -0.015
H -0.6894 1.9593 -0.1263 -0.076 -0.189 -0.227
H -0.1014 2.5449 -1.6461 -0.141 -0.237 -0.002
H -2.5293 0.8335 -2.0279 0.113 0.073 0.095
H -2.0395 2.3643 -2.7121 0.102 -0.222 0.179
H 2.7846 2.1698 -2.1243 0.093 -0.039 -0.041
H 1.1265 1.5164 0.7227 0.203 -0.006 -0.177
H 1.2894 2.7397 -0.5400 -0.017 -0.379 0.142
H 3.9507 2.3910 -0.0868 0.033 -0.332 -0.211
H 3.9779 2.7306 2.4811 -0.180 -0.133 -0.099
H 2.4819 1.7510 2.5342 0.132 0.094 -0.035
H 4.0234 1.0686 1.9502 -0.199 0.020 0.023
H 4.5460 0.2782 -0.1322 -0.060 0.086 0.077
H 4.4299 0.7915 -1.8189 -0.089 -0.143 -0.053
H 4.7449 -0.8827 -1.4166 -0.140 0.118 0.039
H 1.5621 -1.9059 -2.2481 0.073 0.146 0.147
H 3.2350 -2.2195 -1.9647 -0.180 0.179 0.169
H 3.8203 -1.1246 -3.8187 0.009 0.096 0.020
H 2.3066 -1.4386 -4.2691 0.021 0.062 0.009
C -3.2451 -4.7469 -2.4234 -0.015 -0.018 -0.047
Cl -2.3024 -3.7814 -3.5632 -0.043 0.001 -0.036
Cl -2.6126 -4.5962 -0.7721 0.065 -0.162 -0.054
H -4.2707 -4.3979 -2.4276 0.025 0.054 0.022
H -3.1873 -5.7883 -2.7152 0.052 0.006 0.013
C -7.9765 -3.4447 3.0783 -0.014 0.105 -0.131
Cl -6.6639 -4.6225 2.8829 0.026 -0.027 0.026
Cl -9.0205 -3.3778 1.6541 0.010 0.007 0.010
H -8.5665 -3.7381 3.9346 -0.028 -0.052 -0.155
H -7.5354 -2.4649 3.2269 0.024 -0.004 -0.043
C 6.9045 2.9176 4.7011 0.060 0.077 0.067
Cl 6.6026 1.2150 4.3076 -0.059 -0.021 -0.029
Cl 7.6210 3.8016 3.3521 -0.039 -0.064 0.096
H 5.9590 3.3818 4.9549 -0.011 -0.022 -0.026
H 7.5866 2.9519 5.5422 0.019 -0.036 -0.030
C 7.0222 6.6071 0.3966 0.024 0.073 -0.038
Cl 6.3062 4.9831 0.3819 0.061 0.044 -0.116
Cl 8.5634 6.6517 1.2513 -0.014 -0.018 0.003
H 7.1887 6.9105 -0.6297 0.008 -0.030 -0.002
H 6.3294 7.2748 0.8940 0.003 -0.029 0.028
C -9.7526 -2.3279 6.6178 -0.007 0.031 0.028
Cl -8.4478 -3.5070 6.4013 0.032 0.003 0.282
Cl -10.7997 -2.2352 5.1984 0.002 0.009 -0.010
H -10.3466 -2.6329 7.4705 -0.013 -0.033 -0.027
H -9.3057 -1.3548 6.7804 0.010 -0.007 -0.022
```
Forces are in eV/Å.

The gap between HOMO and LUMO comes out at 0.3385 hartree. The total energy comes out at -9216.89238 Eh. Its total charge is +1. The calculation puts the HOMO energy at -11.35 eV.

Atomic partial charges in e from the Mulliken method, atoms 1 to 4: -0.965 -0.288 1.561 -0.810

# 4
The following is a DFT calculation (wB97M-V/def2-TZVPD) of C25H40Cl28IN3O6PS as an isolated structure in a non-equilibrium geometry.

The geometry in XYZ format:
```
105
Properties=species:S:1:pos:R:3:forces:R:3
C -0.9788 -3.1495 3.4826 -0.115 0.237 0.144
C 0.0594 -2.0116 3.7160 -0.155 -1.355 -0.205
C 1.2665 -2.2465 2.7571 0.423 0.306 0.944
N 1.7744 -1.0362 2.1112 -1.780 -0.579 0.140
C 1.3529 -0.8690 0.6999 1.111 0.962 1.428
C 2.4437 -1.6431 -0.1205 0.157 0.451 -0.777
C 3.5573 -0.7641 -0.7647 -0.405 -1.020 -0.750
C 3.2310 -0.5110 -2.2695 0.625 0.743 -0.268
C 2.9091 0.9688 -2.5807 -0.364 0.599 -0.229
S 2.0128 0.9848 -4.1660 0.013 -1.392 -0.398
O 2.8384 0.4083 -5.1663 1.001 0.660 -0.344
O 0.7655 0.3201 -3.9979 -0.921 0.438 0.930
Cl 1.5582 2.9267 -4.6566 0.461 -0.274 0.432
C 1.2689 0.6839 0.5673 -0.123 2.785 -1.455
C 1.0153 1.5869 1.8256 -0.565 0.098 0.234
C -0.4495 1.5825 2.3787 0.656 1.198 0.571
C -1.1543 2.9440 2.0506 -0.235 -1.106 -0.112
C -2.6603 2.8109 1.8213 0.492 0.903 -0.583
O -3.3803 2.3337 2.9846 0.401 -0.712 -0.550
C -4.3184 1.4352 2.5400 1.649 -0.701 1.288
O -5.2847 1.7552 1.9767 -2.478 0.860 -1.441
C 0.0633 1.0121 -0.3291 2.227 -1.899 1.641
N -0.6591 -0.0347 -0.3360 -0.994 0.853 -1.491
I -2.4139 0.1700 -1.4136 -0.298 -0.463 0.098
C -0.1318 -1.1957 0.4178 -1.288 -1.502 0.744
P -0.5926 -2.7272 -0.5598 0.710 -0.806 -3.013
N -0.2228 -2.4237 -2.0360 -0.950 0.658 0.704
O -2.1681 -3.0538 -0.3403 1.529 0.219 1.399
O 0.1869 -4.0715 -0.1022 -0.722 1.157 1.233
H -1.0737 -3.4005 2.4106 -0.088 0.157 0.274
H -0.6598 -4.0859 3.9623 -0.098 0.355 -0.090
H -1.9712 -2.9145 3.8886 0.209 0.009 -0.119
H 0.4244 -2.1786 4.7382 -0.280 0.746 -0.463
H -0.3884 -1.0148 3.6462 0.214 -0.156 -0.181
H 2.0872 -2.6350 3.3802 -0.263 -0.026 -0.309
H 1.0041 -3.0694 2.0706 0.223 0.449 -0.072
H 2.7776 -0.9398 2.1997 -0.113 -0.133 -0.231
H 2.0276 -2.2629 -0.9303 -0.029 0.391 0.116
H 2.9508 -2.3475 0.5498 -0.437 0.344 0.134
H 3.8039 0.1479 -0.2085 -0.178 -0.187 -0.106
H 4.4692 -1.3772 -0.7522 -0.182 0.237 0.085
H 4.1229 -0.7640 -2.8586 -0.287 0.090 0.056
H 2.4240 -1.1399 -2.6662 0.060 0.023 0.469
H 3.7989 1.6076 -2.6455 -0.186 -0.200 -0.198
H 2.2234 1.4511 -1.8732 0.097 -0.221 -0.191
H 2.0741 1.2293 0.0511 0.380 -0.860 0.367
H 1.2170 2.6211 1.4961 0.014 -0.309 -0.019
H 1.7256 1.4141 2.6388 -0.132 -0.377 -0.468
H -1.0530 0.7210 2.0745 0.105 0.169 0.015
H -0.3662 1.5692 3.4739 -0.187 -0.438 -0.272
H -0.9171 3.6563 2.8496 -0.199 -0.030 -0.220
H -0.7434 3.3603 1.1136 -0.187 -0.018 0.249
H -3.0338 3.7945 1.4834 -0.098 -0.569 0.434
H -2.8594 2.1202 0.9863 0.244 0.093 0.167
H -4.1216 0.3593 2.7099 0.466 0.284 0.451
H -0.1359 1.9538 -0.8335 -0.277 -0.240 0.043
H -0.7982 -1.2529 1.2993 0.731 0.200 0.179
H -1.0682 -2.4678 -2.6058 0.528 -0.051 -0.467
H -2.2537 -3.5280 0.5084 -0.475 -0.011 -0.243
H 1.1215 -3.9329 0.1393 -0.110 -0.213 -0.100
C -7.5478 0.9284 -0.8790 -0.164 0.057 0.122
Cl -6.3716 0.6577 -2.1779 0.128 -0.022 -0.031
Cl -8.4457 2.4175 -1.1602 0.086 -0.056 0.015
Cl -8.6427 -0.4473 -0.7411 0.091 0.032 0.002
H -7.0046 1.0285 0.0538 0.015 0.007 -0.046
C 2.4094 -6.1689 1.9715 0.114 -0.266 0.245
Cl 3.6881 -7.1803 2.6287 -0.074 0.087 -0.095
Cl 1.4342 -5.4709 3.2656 0.087 -0.297 -0.076
Cl 3.0967 -4.8906 0.9471 0.101 -0.111 -0.008
H 1.7663 -6.7851 1.3544 0.008 0.082 -0.022
C 4.4773 0.4871 4.2375 -0.138 -0.004 0.135
Cl 4.4465 1.1056 2.5781 0.207 0.046 -0.003
Cl 3.2048 1.2314 5.2056 0.060 -0.035 -0.080
Cl 4.3240 -1.2724 4.2461 0.132 0.031 0.066
H 5.4334 0.7457 4.6762 -0.022 -0.004 -0.053
C -5.3707 4.9028 3.8656 -0.002 0.099 0.106
Cl -6.5565 6.0756 4.4350 0.020 -0.073 -0.037
Cl -4.8194 5.3174 2.2377 -0.224 0.205 0.062
Cl -4.0056 4.8095 4.9837 -0.038 0.024 -0.011
H -5.8459 3.9303 3.8227 0.055 0.020 -0.049
C 0.8100 -2.6445 7.8390 0.127 0.097 0.131
Cl 1.2122 -3.5856 6.3960 0.176 -0.383 0.306
Cl 1.9387 -2.9931 9.1441 -0.079 0.013 -0.084
Cl 0.8008 -0.9197 7.4552 -0.045 -0.028 0.009
H -0.1842 -2.9260 8.1635 0.030 -0.003 -0.048
C 1.2394 6.2653 -2.0423 0.223 0.152 -0.251
Cl 2.8367 6.8419 -1.5782 -0.109 -0.061 0.020
Cl 1.1140 6.1058 -3.7931 -0.076 0.136 0.143
Cl 0.8818 4.7179 -1.2427 -0.058 -0.085 0.104
H 0.5060 6.9910 -1.7127 -0.019 -0.096 0.032
C -0.7676 3.1372 -7.6534 -0.048 -0.015 -0.137
Cl 0.3954 3.0098 -8.9726 0.034 0.015 0.039
Cl -1.5765 4.7071 -7.6802 0.046 -0.023 0.052
Cl -1.9479 1.8262 -7.7289 0.040 0.013 0.054
H -0.2254 3.0519 -6.7214 -0.045 -0.024 -0.017
C 3.8022 1.1813 -9.9034 0.092 0.042 -0.011
Cl 3.5013 2.5757 -10.9448 -0.044 -0.043 0.031
Cl 5.0337 0.1313 -10.6070 -0.066 0.011 0.020
Cl 4.2779 1.7022 -8.2845 -0.064 -0.028 -0.010
H 2.8818 0.6163 -9.8197 0.031 0.030 0.006
C -3.0835 -4.8552 -3.6973 0.100 -0.153 -0.072
Cl -2.6597 -5.7074 -5.1787 -0.044 0.053 0.078
Cl -1.9448 -5.2459 -2.4033 -0.141 -0.333 -0.263
Cl -3.1398 -3.1076 -3.9814 -0.057 0.012 0.017
H -4.0704 -5.1778 -3.3897 0.029 0.052 -0.001
```
Forces are in eV/Å.

The gap between HOMO and LUMO comes out at 0.2719 hartree. The total energy comes out at -15514.56085 Eh. Its total charge is +1. The calculation puts the HOMO energy at -11.57 eV.

Atomic partial charges in e from the Mulliken method, atoms 1 to 4: -1.106 1.211 0.074 0.572

# 5
The following is a DFT calculation (wB97M-V/def2-TZVPD) of one molecule with the formula C9H10N2O2 in a non-equilibrium geometry.

The geometry in XYZ format:
```
23
Properties=species:S:1:pos:R:3:forces:R:3
O 1.0910 -1.1027 -2.2034 1.650 -0.169 -1.146
C 0.3021 -1.4487 -1.3725 1.212 4.784 -0.460
N -0.2951 -2.6233 -1.3957 -1.616 -6.056 3.065
C -1.2614 -2.5823 -0.1886 4.194 -5.398 0.372
C -1.2470 -1.3048 0.4253 0.654 6.472 -1.049
O -2.3784 -0.6148 0.1132 -4.804 0.516 -3.312
N -0.2875 -0.4537 -0.4619 -0.355 -4.832 1.390
C 0.2208 0.8370 -0.0887 -2.143 -3.059 0.565
C -0.4048 1.6174 0.9632 1.155 -0.931 -1.225
C 0.3253 2.6369 1.5694 0.401 -2.203 -3.337
C 1.5685 2.8053 0.9742 1.336 3.111 5.414
C 1.9890 2.1285 -0.1229 4.005 0.722 -0.704
C 1.4126 1.0552 -0.6880 -0.830 2.026 -0.405
H 0.2816 -3.7266 -1.4842 -1.971 5.233 0.179
H -2.1748 -2.9446 -0.4445 -3.019 -0.144 -1.234
H -0.9985 -3.4226 0.5211 0.435 0.948 -0.402
H -1.3432 -0.9929 1.4832 1.862 -1.509 0.226
H -2.4874 -0.6866 -0.9165 0.077 0.500 2.797
H -1.3683 1.3008 1.2454 -1.016 -0.194 0.435
H 0.1081 3.2802 2.3595 -1.040 0.433 1.227
H 2.1340 3.4360 1.9487 -0.215 -1.300 -4.083
H 2.9451 2.1373 -0.6423 0.647 1.616 0.992
H 1.8684 0.6689 -1.5941 -0.618 -0.568 0.693
```
Forces are in eV/Å.

Its structure (SMILES) is O=C1NC[C@H](O)N1c1ccccc1. The gap between HOMO and LUMO comes out at 0.3077 hartree. The total energy comes out at -608.76284 Eh. Its total charge is 0. The calculation puts the energy relative to the best compared isomer or geometry (same formula, charge and spin) at 524.7 kJ/mol. The calculation puts the HOMO energy at -8.09 eV.

Atomic partial charges in e from the Mulliken method, atoms 1 to 4: -0.622 0.255 -0.275 -1.041

> Which value of gap between HOMO and LUMO does entry 3 give?

0.3385 hartree

> Which of these has the highest gap between HOMO and LUMO?

C4H9OP